Entry 1:
This record from the Open Molecules 2025 dataset describes C13H15F3NPdS6Sb as an isolated structure. The level of theory is ωB97M-V with the def2-TZVPD basis set.

Summary:
total charge	0
energy relative to the best compared isomer or geometry (same formula, charge and spin)	25.36	kJ/mol
HOMO	-7.762	eV
lowest unoccupied orbital energy	-0.47	eV
multiplicity	1
max |F|	0.6	eV Å⁻¹
energy	-3616.03069	Ha
orbital gap	7.288	eV

Geometry (Å):
Pd1 -0.5060 1.0123 -0.2965
F1 -1.7487 -5.1756 1.7255
C1 -1.6112 -4.0297 1.0299
F2 -2.8329 -3.7070 0.5750
F3 -0.8498 -4.3212 -0.0411
C2 -1.0053 -2.9420 1.8753
C3 -0.6590 -3.2151 3.1828
C4 -0.0739 -2.2259 3.9614
C5 0.1421 -0.9983 3.3700
N1 -0.1909 -0.7108 2.1122
C6 -0.7700 -1.6507 1.3554
S1 -1.1978 -1.2207 -0.2831
H1 -0.8431 -4.1993 3.5899
H2 0.2049 -2.4064 4.9892
H3 0.6022 -0.1900 3.9292
C7 -2.9502 0.7466 -2.2800
S2 -2.6000 1.8443 -0.8763
C8 -2.0277 3.2811 -1.7397
C9 -0.7846 3.7608 -1.5633
S3 0.3540 3.1855 -0.3605
S4 -0.3862 5.1544 -2.5272
C10 -1.9157 5.3326 -3.3373
S5 -2.2225 6.4874 -4.4467
S6 -3.0749 4.1432 -2.8336
H4 -3.3186 -0.1850 -1.8554
H5 -2.0443 0.5645 -2.8501
H6 -3.7177 1.1990 -2.9032
C11 2.2904 -1.8051 -0.1538
Sb1 1.8530 0.2631 -0.2837
C12 2.9911 1.0489 1.3236
C13 2.9423 0.8862 -1.9871
H7 3.3685 -1.9540 -0.1954
H8 1.8033 -2.3305 -0.9718
H9 1.8982 -2.1840 0.7886
H10 4.0366 0.7580 1.2381
H11 2.5712 0.6608 2.2495
H12 2.9091 2.1345 1.3144
H13 3.9816 0.5740 -1.8959
H14 2.8760 1.9706 -2.0479
H15 2.5065 0.4433 -2.8803

Cartesian forces (eV/Å) of the 2 atoms listed first:
Pd 0.26 0.11 0.13
F 0.00 0.01 -0.01

These are the Löwdin partial charges, in e, on atoms 1 to 6: 0.05, 0.13, -0.61, 0.13, 0.12, -0.13

---

Entry 2:
This record from the Open Molecules 2025 dataset describes the molecule C13H15N. The level of theory is ωB97M-V with the def2-TZVPD basis set.

Summary:
total charge	0
energy relative to the best compared isomer or geometry (same formula, charge and spin)	512.84	kJ/mol
HOMO (alpha / beta)	-7.832 / -7.279	eV
lowest unoccupied orbital energy (alpha / beta)	0.70 / -1.34	eV
multiplicity	1
max |F|	3.2	eV Å⁻¹
energy	-558.94302	Ha
orbital gap (alpha / beta)	8.536 / 5.939	eV

Geometry (Å):
C1 0.0410 2.0381 0.3153
C2 -4.3279 -0.5347 0.2936
C3 -3.3403 -1.5001 0.1777
C4 -3.9604 0.8138 0.1825
C5 -2.0147 -1.1303 -0.0546
C6 -2.5972 1.1927 0.0237
C7 -1.6026 0.2069 -0.0402
C8 1.0417 -0.2608 -0.1625
C9 -0.2646 0.6741 0.0780
C10 2.4510 -0.0254 0.3095
C11 1.1354 -0.6452 -1.7481
C12 3.0783 -0.8943 1.4216
C13 3.2310 1.2207 -0.1177
N1 0.4541 3.1143 0.2790
H1 -5.4170 -0.8030 0.1983
H2 -3.5591 -2.5352 0.2712
H3 -4.6945 1.5524 0.3004
H4 -1.2030 -1.9446 -0.2143
H5 -2.4387 2.3225 0.0813
H6 0.7308 -1.2821 0.0853
H7 1.4197 -1.7298 -1.7420
H8 1.7840 -0.0076 -2.3617
H9 0.1595 -0.5218 -2.2549
H10 4.0896 -1.2787 1.0141
H11 2.3938 -1.8447 1.7017
H12 3.2942 -0.3795 2.4269
H13 4.2034 1.1034 0.3265
H14 2.6137 1.9070 0.4707
H15 3.2990 1.1719 -1.2614

Cartesian forces (eV/Å) of the 2 atoms listed first:
C -0.09 -0.83 -0.89
C -1.02 0.52 -1.12

These are the Löwdin partial charges, in e, on atoms 1 to 6: -0.21, -0.09, -0.09, -0.07, -0.02, -0.02

---

Entry 3:
This record from the Open Molecules 2025 dataset describes C13H15N3NiO3 as an isolated structure. The level of theory is ωB97M-V with the def2-TZVPD basis set.

Summary:
total charge	+2
HOMO	-15.956	eV
lowest unoccupied orbital energy	-9.56	eV
multiplicity	1
max |F|	0.3	eV Å⁻¹
energy	-2401.98602	Ha
orbital gap	6.393	eV

Geometry (Å):
Ni1 -0.2674 -0.3121 -0.2809
O1 -3.3691 5.6317 -0.5021
C1 -2.3932 5.3666 -1.4740
C2 -1.8700 3.9793 -1.2537
C3 -0.8892 3.4449 -2.0862
C4 -0.4316 2.1687 -1.8562
N1 -0.9057 1.4175 -0.8486
C5 -1.8510 1.9247 -0.0306
C6 -2.3516 3.1957 -0.2071
C7 -2.2643 1.0028 1.0440
C8 -3.2866 1.2667 1.9274
C9 -3.6266 0.3248 2.8943
C10 -4.7313 0.5912 3.8703
O2 -5.2961 1.8388 3.5687
C11 -2.9143 -0.8711 2.9237
C12 -1.8998 -1.0779 2.0204
N2 -1.5645 -0.1595 1.0971
H1 -3.7121 6.5246 -0.6133
H2 -1.5480 6.0634 -1.4161
H3 -2.7951 5.4222 -2.4931
H4 -0.4817 4.0145 -2.9109
H5 0.3305 1.7278 -2.4850
H6 -3.1021 3.6061 0.4514
H7 -3.8413 2.1917 1.8796
H8 -4.3016 0.5629 4.8801
H9 -5.4583 -0.2266 3.8019
H10 -6.0252 2.0262 4.1693
H11 -3.1433 -1.6446 3.6446
H12 -1.3386 -1.9991 2.0298
O3 -0.1871 -1.9737 -2.4464
N3 0.0138 -1.2329 -1.6594
C13 0.7132 -1.7648 0.6207
H13 0.2432 -2.7421 0.5585
H14 0.7349 -1.3687 1.6324
H15 1.6988 -1.7547 0.1579

Cartesian forces (eV/Å) of the 2 atoms listed first:
Ni -0.19 0.04 -0.26
O 0.00 0.00 0.00

These are the Löwdin partial charges, in e, on atoms 1 to 6: 0.54, -0.03, -0.19, -0.12, 0.04, -0.06

---

Entry 4:
This record from the Open Molecules 2025 dataset describes the molecule C13H15N5. The level of theory is ωB97M-V with the def2-TZVPD basis set.

Summary:
total charge	0
energy relative to the best compared isomer or geometry (same formula, charge and spin)	134.41	kJ/mol
HOMO	-8.309	eV
lowest unoccupied orbital energy	0.22	eV
multiplicity	1
max |F|	2.3	eV Å⁻¹
energy	-778.14927	Ha
SMILES string	c1cc2c(ncc3nnc(C4CCCCC4)n32)[nH]1
orbital gap	8.527	eV

Geometry (Å):
C1 -3.0814 0.6020 -2.5636
C2 -2.3554 0.2379 -1.4456
C3 -1.4677 1.3400 -1.1022
C4 -1.7526 2.3660 -1.9881
N1 -1.1884 3.6347 -1.8649
C5 -0.3698 3.8447 -0.8534
C6 0.0736 2.7492 0.0585
N2 0.9734 2.6838 0.9678
N3 0.9776 1.3680 1.4511
C7 0.0901 0.6616 0.8229
C8 -0.1171 -0.8119 1.0103
C9 0.3941 -1.5703 -0.2363
C10 1.9506 -1.7595 -0.2203
C11 2.3834 -2.4500 1.0910
C12 1.9166 -1.6024 2.2895
C13 0.4077 -1.4616 2.3261
N4 -0.5543 1.5193 -0.0775
N5 -2.6551 1.8902 -2.9203
H1 -3.8245 -0.0028 -3.1017
H2 -2.4240 -0.7382 -0.8935
H3 0.0170 4.8418 -0.7272
H4 -1.2252 -0.9623 1.0514
H5 -0.0577 -2.5584 -0.3056
H6 0.0839 -1.0688 -1.1465
H7 2.2803 -2.3263 -1.1041
H8 2.4240 -0.7656 -0.2241
H9 1.9508 -3.4648 1.1769
H10 3.4713 -2.6162 1.0836
H11 2.3454 -0.6111 2.3142
H12 2.2247 -2.1144 3.2108
H13 0.1357 -0.8250 3.1775
H14 -0.0408 -2.4584 2.4531
H15 -2.9862 2.4287 -3.7094

Cartesian forces (eV/Å) of the 2 atoms listed first:
C 1.15 0.65 0.50
C 0.47 -0.68 0.80

These are the Löwdin partial charges, in e, on atoms 1 to 6: -0.09, -0.03, -0.14, -0.26, 0.12, -0.02

---

Entry 5:
This record from the Open Molecules 2025 dataset describes the molecule C13H15N5O2S. The level of theory is ωB97M-V with the def2-TZVPD basis set.

Summary:
total charge	0
energy relative to the best compared isomer or geometry (same formula, charge and spin)	194.16	kJ/mol
HOMO	-8.519	eV
lowest unoccupied orbital energy	0.15	eV
multiplicity	1
max |F|	1.3	eV Å⁻¹
energy	-1326.82175	Ha
SMILES string	Cc1cccc(NC(=O)CSc2nnc(C)c(=O)n2N)c1
orbital gap	8.665	eV

Geometry (Å):
C1 5.3891 0.5552 -1.1673
C2 4.2270 0.6119 -0.2236
C3 4.1976 1.5590 0.7940
C4 3.1282 1.6138 1.6690
C5 2.0770 0.7256 1.5414
C6 2.0978 -0.2279 0.5279
N1 1.0059 -1.1032 0.4427
C7 0.8008 -2.1260 -0.4122
O1 1.5596 -2.5069 -1.2733
C8 -0.5308 -2.8652 -0.2367
S1 -1.6423 -2.2655 1.0613
C9 -2.4784 -0.9951 0.1903
N2 -2.2631 -0.8234 -1.0771
N3 -2.9244 0.1167 -1.7345
C10 -3.7925 0.8722 -1.1436
C11 -4.5209 1.9030 -1.9306
C12 -4.1063 0.7559 0.2751
O2 -4.8996 1.4075 0.9266
N4 -3.3645 -0.2581 0.9024
N5 -3.5037 -0.4165 2.2783
C13 3.1728 -0.2801 -0.3511
H1 6.2987 0.2915 -0.6287
H2 5.2205 -0.1834 -1.9458
H3 5.5488 1.5266 -1.6326
H4 5.0162 2.2559 0.8984
H5 3.1108 2.3525 2.4566
H6 1.2404 0.7688 2.2250
H7 0.2846 -0.9358 1.1357
H8 -1.0742 -2.8137 -1.1809
H9 -0.3187 -3.9084 0.0002
H10 -4.3243 2.8888 -1.5119
H11 -4.2023 1.8668 -2.9672
H12 -5.5934 1.7284 -1.8601
H13 -4.1915 0.2820 2.5720
H14 -3.8250 -1.3527 2.5142
H15 3.1799 -1.0202 -1.1338

Cartesian forces (eV/Å) of the 2 atoms listed first:
C 0.02 0.00 0.02
C -0.10 0.10 0.16

These are the Löwdin partial charges, in e, on atoms 1 to 6: -0.05, -0.27, -0.06, -0.08, -0.04, -0.21

---

Entry 6:
This record from the Open Molecules 2025 dataset describes C13H15N8O5STc as an isolated structure. The level of theory is ωB97M-V with the def2-TZVPD basis set.

Summary:
total charge	+1
energy relative to the best compared isomer or geometry (same formula, charge and spin)	94.30	kJ/mol
HOMO (alpha / beta)	-11.412 / -11.998	eV
lowest unoccupied orbital energy (alpha / beta)	-6.27 / -5.23	eV
multiplicity	2
max |F|	1.7	eV Å⁻¹
energy	-1797.35042	Ha
orbital gap (alpha / beta)	5.141 / 6.764	eV

Geometry (Å):
Tc1 0.2704 -0.1411 -0.2338
O1 -1.1064 -2.0353 -1.5530
C1 -2.2939 -1.4910 -2.1264
C2 -2.0722 0.0010 -2.2665
N1 -1.6586 0.6364 -0.9850
C3 -1.4936 2.1021 -1.1808
C4 -0.1130 2.6287 -0.7914
O2 0.1144 3.8006 -0.7702
O3 0.7900 1.7037 -0.4640
C5 -2.6423 0.3369 0.0805
C6 -2.2183 -0.8837 0.8913
O4 -2.9855 -1.6834 1.3359
O5 -0.9009 -0.9046 1.1164
H1 -1.2230 -2.9737 -1.3627
H2 -3.1585 -1.7105 -1.4917
H3 -2.4808 -1.9157 -3.1173
H4 -2.9963 0.4699 -2.6201
H5 -1.2867 0.2010 -2.9955
H6 -2.2222 2.6516 -0.5826
H7 -1.6785 2.3745 -2.2204
H8 -3.6474 0.2025 -0.3227
H9 -2.6687 1.1762 0.7788
C7 1.3201 1.0935 5.3290
C8 1.8738 0.1880 4.2995
N2 2.7295 -0.7664 4.4931
N3 2.9320 -1.3106 3.2620
C9 2.2168 -0.7214 2.3089
S1 2.2617 -1.0904 0.6446
N4 1.5297 0.2459 2.9585
N5 0.6700 1.1300 2.3148
H10 1.7734 0.8467 6.2847
H11 0.2390 0.9757 5.4137
H12 1.5387 2.1348 5.0918
H13 3.5660 -2.0872 3.1451
H14 1.0773 2.0616 2.2898
H15 -0.2265 1.1348 2.7919
N6 1.1255 -0.4539 -1.9982
C10 1.5440 -0.7929 -3.0334
C11 2.0336 -1.1940 -4.2517
C12 1.3116 -0.8576 -5.4203
N7 0.7143 -0.5997 -6.3673
C13 3.2317 -1.9408 -4.3144
N8 4.2096 -2.5423 -4.3610

Cartesian forces (eV/Å) of the 2 atoms listed first:
Tc 0.81 0.72 -0.87
O 0.15 -0.05 0.14

These are the Löwdin partial charges, in e, on atoms 1 to 6: 1.43, -0.10, -0.19, -0.14, -0.24, -0.05